1.
DFT (ωB97M-V/def2-TZVPD) results for C5H15N2O as an isolated structure at a distorted geometry.

Values from the calculation:
- F_max (Eh/bohr) = 0.0755
- gap between HOMO and LUMO (eV) = 3.59
- HOMO (eV) = -12.459
- relative energy (zero: lowest compared OMol25 entry of this formula, charge and spin) (kJ/mol) = 1204.90

```
! wB97M-V def2-TZVPD RIJCOSX def2/J DEFGRID3
* xyz 1 1
C 1.617 -0.776 1.679
C 0.250 -0.403 1.085
C 0.268 -0.586 -0.485
C -1.009 -0.705 -1.251
C -1.846 0.625 -1.134
N -2.600 0.504 0.010
N 0.020 0.988 1.252
H 1.756 -1.824 1.911
H 2.396 -0.379 1.020
H 1.737 -0.197 2.597
H -0.588 -0.959 1.505
H 0.853 0.323 -0.781
H 1.044 -1.600 -0.594
H -0.836 -0.868 -2.309
H -2.522 0.719 -1.988
H -1.085 1.441 -1.239
H -1.655 -1.508 -0.914
H -3.547 0.833 -0.182
H -0.927 1.288 1.098
H 0.766 1.606 0.859
H 1.329 -2.244 -0.923
H 2.559 2.248 -0.732
O 2.019 1.475 -0.483
*
```

=====

2.
DFT (ωB97M-V/def2-TZVPD) results for an isolated ion of composition C5H15N2O and charge +1 at a distorted geometry.

Values from the calculation:
- F_max (Eh/bohr) = 0.0847
- SMILES = CNC[C@H]([NH3+])[C@@H](C)O
- gap between HOMO and LUMO (eV) = 9.96
- HOMO (eV) = -13.108
- relative energy (zero: lowest compared OMol25 entry of this formula, charge and spin) (kJ/mol) = 344.41

```
! wB97M-V def2-TZVPD RIJCOSX def2/J DEFGRID3
* xyz 1 1
N -1.511 -0.161 0.153
C -0.064 0.152 -0.392
C 0.445 -0.895 -1.498
C 1.923 -1.153 -1.208
O -0.500 -1.977 -1.437
C 0.597 0.327 0.970
N 0.429 1.722 1.417
C -1.040 2.121 1.782
H -1.391 -1.021 0.787
H -2.060 -0.502 -0.662
H -2.147 0.472 0.617
H -0.117 1.170 -0.806
H 0.231 -0.524 -2.614
H 2.411 -0.155 -1.542
H 2.298 -2.138 -1.752
H 2.050 -1.213 -0.096
H 0.040 -2.850 -1.633
H 1.765 0.180 0.890
H 0.220 -0.444 1.678
H 1.014 1.942 2.210
H -1.216 3.067 2.332
H -1.378 2.293 0.773
H -1.316 1.302 2.403
*
```

=====

3.
DFT (ωB97M-V/def2-TZVPD) results for an isolated ion of composition C5H15N2O and charge +1 at a distorted geometry.

Values from the calculation:
- F_max (Eh/bohr) = 0.0745
- SMILES = CCNC[C@@H]([NH3+])CO
- gap between HOMO and LUMO (eV) = 10.01
- HOMO (eV) = -13.225
- relative energy (zero: lowest compared OMol25 entry of this formula, charge and spin) (kJ/mol) = 263.63

```
! wB97M-V def2-TZVPD RIJCOSX def2/J DEFGRID3
* xyz 1 1
N 1.202 0.785 -1.219
C -0.336 1.035 -0.846
C -1.128 0.185 -1.787
O -0.241 -0.316 -2.770
C -0.674 0.800 0.668
N 0.578 0.297 1.334
C 0.552 -1.114 1.637
C -0.028 -1.440 3.028
H 1.628 1.760 -1.132
H 1.572 0.137 -0.490
H 1.341 0.422 -2.166
H -0.472 2.008 -1.337
H -1.648 -0.641 -1.171
H -2.001 0.674 -2.293
H -0.286 -1.299 -2.827
H -1.106 1.713 1.111
H -1.440 0.054 0.662
H 0.823 0.975 2.021
H 1.579 -1.602 1.554
H -0.013 -1.736 0.850
H -1.173 -1.628 2.991
H 0.477 -2.096 3.669
H -0.138 -0.588 3.711
*
```